(one)
{"formula": "C6H11NO2", "method": "the ωB97M-V functional and the def2-TZVPD basis", "species": ["N", "C", "C", "C", "C", "C", "O", "C", "O", "H", "H", "H", "H", "H", "H", "H", "H", "H", "H", "H"], "xyz": [[0.039, -1.998, 1.215], [1.060, -1.069, 1.673], [2.145, -0.860, 0.799], [1.060, 0.248, 0.813], [0.193, 1.028, -0.163], [-1.497, 1.153, 0.213], [-2.161, 0.356, -0.992], [-0.973, 0.882, -2.065], [0.267, 0.283, -1.347], [-0.011, -1.935, 0.335], [0.401, -2.991, 1.562], [1.107, -0.970, 2.675], [3.341, -0.620, 0.839], [1.880, -1.517, -0.163], [1.275, 0.983, 1.400], [0.190, 2.165, -0.309], [-1.465, 2.353, 0.360], [-1.875, 0.648, 1.364], [-1.006, 0.420, -3.171], [-0.881, 2.045, -2.301]], "mulliken_charge": [-0.65, -0.42, -0.23, -1.07, 0.02, -0.31, -0.40, -0.17, -0.40, 0.23, 0.24, 0.56, 0.25, 0.19, 0.64, 0.51, 0.28, 0.24, 0.26, 0.24], "gap_ev": 9.87, "smiles": "N[C@H]1C[C@H]1[C@@H]1COCO1", "e_homo_ev": -8.97, "charge": 0}

(two)
{"formula": "C6H11NO2", "method": "the ωB97M-V functional and the def2-TZVPD basis", "species": ["C", "C", "C", "C", "C", "O", "C", "N", "H", "H", "H", "H", "H", "H", "H", "H", "H", "O", "H", "H"], "xyz": [[0.544, 1.379, 3.053], [0.755, 1.218, 1.552], [-0.177, 0.181, 0.932], [0.045, 0.022, -0.563], [-0.919, -0.902, -1.241], [-1.636, -1.681, -0.652], [-0.847, -1.042, -2.775], [-0.465, -2.215, -3.253], [1.225, 2.132, 3.474], [-0.487, 1.693, 3.274], [0.723, 0.429, 3.580], [0.604, 2.187, 1.051], [1.800, 0.929, 1.354], [-0.028, -0.790, 1.429], [-1.225, 0.467, 1.118], [-0.015, 0.991, -1.088], [1.062, -0.346, -0.782], [-0.201, -0.176, -3.464], [-0.994, -2.999, -2.882], [0.234, -1.477, -4.116]], "mulliken_charge": [-1.27, -0.32, -0.47, -0.61, 0.49, -0.55, 0.38, -0.54, 0.37, 0.31, 0.31, 0.31, 0.31, 0.29, 0.33, 0.33, 0.30, -0.67, 0.23, 0.48], "gap_ev": 10.05, "e_homo_ev": -10.08, "charge": 0}

(two) is preferred energetically. Next in line: 144.3 kcal/mol higher.

(one)
{"formula": "C6H11NO2", "method": "the ωB97M-V functional and the def2-TZVPD basis", "species": ["C", "C", "C", "C", "C", "C", "H", "H", "H", "H", "H", "H", "H", "H", "H", "H", "H", "N", "O", "O"], "xyz": [[0.049, -1.675, 0.023], [-0.114, -0.399, -0.503], [1.189, -0.399, -1.004], [0.911, 0.305, 1.183], [-0.199, 0.771, 0.262], [-1.503, 0.264, -0.389], [-0.755, -2.267, -0.341], [1.249, -2.029, -0.162], [0.044, -1.957, 1.220], [1.534, 0.442, -1.681], [1.529, -1.223, -1.506], [1.479, 1.278, 1.431], [0.978, -0.486, 2.119], [0.197, 2.730, 0.619], [-1.771, 0.916, -1.159], [-2.541, -1.647, 0.100], [-3.422, 0.449, -0.134], [-2.578, -0.264, 0.432], [1.921, -0.325, 0.258], [0.270, 1.880, -0.378]], "mulliken_charge": [-1.79, 1.11, -0.93, -0.30, 0.77, -0.83, 0.48, 0.35, 0.15, 0.26, 0.50, 0.24, 0.21, 0.39, 0.42, 0.30, 0.35, -0.65, -0.39, -0.62], "gap_ev": 9.02, "e_homo_ev": -8.80, "charge": 0}

(two)
{"formula": "C6H11NO2", "method": "the ωB97M-V functional and the def2-TZVPD basis", "species": ["C", "C", "N", "O", "C", "O", "C", "C", "C", "H", "H", "H", "H", "H", "H", "H", "H", "H", "H", "H"], "xyz": [[-0.350, 3.009, -1.356], [-0.591, 1.775, -0.608], [0.497, 1.156, -0.176], [1.606, 1.678, -0.518], [0.680, 0.035, 0.801], [-0.295, -0.394, 1.645], [0.100, -1.328, 0.726], [0.785, -2.569, 1.297], [-0.916, -1.594, -0.392], [0.486, 3.698, -1.023], [-1.245, 3.530, -1.377], [-0.055, 2.883, -2.444], [-1.510, 1.620, -0.043], [1.655, 0.038, 1.059], [1.509, -3.100, 0.745], [-0.015, -3.326, 1.570], [1.336, -2.149, 2.190], [-0.842, -2.511, -1.004], [-0.921, -0.851, -1.162], [-1.915, -1.601, 0.071]], "mulliken_charge": [-1.17, -0.04, 0.57, -0.69, -0.66, -0.52, 1.23, -1.31, -1.44, 0.27, 0.39, 0.26, 0.36, 0.66, 0.33, 0.30, 0.36, 0.36, 0.41, 0.32], "gap_ev": 9.28, "smiles": "C/C=[N+](\\[O-])[C@H]1OC1(C)C", "e_homo_ev": -8.51, "charge": 0}

(two) is preferred energetically. Next in line: 190.8 kcal/mol higher.

(one)
{"formula": "C2H8N4O2Sn", "method": "the ωB97M-V functional and the def2-TZVPD basis", "species": ["Sn", "C", "O", "N", "N", "H", "H", "H", "H", "C", "O", "N", "N", "H", "H", "H", "H"], "xyz": [[0.325, -2.454, -0.363], [1.362, -0.094, -0.596], [0.824, -0.928, -1.251], [2.521, 0.357, -0.815], [0.654, 0.560, 0.293], [2.996, -0.025, -1.621], [2.790, 1.201, -0.330], [-0.309, 0.275, 0.394], [1.073, 1.249, 0.901], [-1.269, -0.452, 0.616], [-0.612, -1.455, 0.823], [-1.515, -0.067, -0.623], [-1.781, 0.299, 1.414], [-1.030, -0.514, -1.388], [-2.232, 0.607, -0.851], [-2.147, 1.135, 0.982], [-1.649, 0.306, 2.415]], "mulliken_charge": [1.01, 0.59, -0.65, -0.32, -0.33, 0.30, 0.23, 0.64, 0.21, 0.70, -0.60, -0.44, -0.22, 0.20, 0.19, 0.23, 0.27], "gap_ev": 9.82, "e_homo_ev": -18.94, "charge": 2}

(two)
{"formula": "C2H8N4O2Sn", "method": "the ωB97M-V functional and the def2-TZVPD basis", "species": ["Sn", "C", "O", "N", "N", "H", "H", "H", "H", "C", "O", "N", "N", "H", "H", "H", "H"], "xyz": [[-2.247, -2.257, 0.585], [1.026, -1.506, -1.154], [0.314, -1.400, -0.123], [0.719, -1.048, -2.391], [2.290, -1.978, -1.082], [-0.137, -0.545, -2.545], [1.461, -0.891, -3.050], [2.849, -1.964, -1.916], [2.669, -2.192, -0.175], [-1.300, 1.292, 1.570], [-1.751, 0.146, 1.827], [-1.118, 2.182, 2.552], [-0.919, 1.652, 0.323], [-1.436, 1.844, 3.446], [-0.760, 3.101, 2.365], [-0.576, 2.583, 0.168], [-1.084, 0.981, -0.399]], "mulliken_charge": [1.61, 0.71, -0.63, -0.36, -0.39, 0.22, 0.21, 0.19, 0.24, 0.75, -0.59, -0.39, -0.32, 0.25, 0.20, 0.21, 0.09], "gap_ev": 6.33, "e_homo_ev": -17.17, "charge": 2}

(two) is preferred energetically. Next in line: 114.9 kcal/mol higher.

(one)
{"formula": "C5H14N4", "method": "the ωB97M-V functional and the def2-TZVPD basis", "species": ["C", "C", "C", "C", "C", "N", "N", "N", "N", "H", "H", "H", "H", "H", "H", "H", "H", "H", "H", "H", "H", "H", "H"], "xyz": [[2.727, -7.831, 2.639], [-1.286, 3.248, -1.622], [-0.191, 2.587, -0.699], [-2.139, 2.227, -2.387], [1.319, 2.903, -0.784], [1.990, -7.951, 3.521], [3.414, -7.895, 1.558], [-1.152, 3.577, -0.329], [-2.417, 3.093, 1.009], [-1.029, 4.107, -2.288], [-0.430, 1.551, -0.421], [-2.694, 1.539, -1.689], [-1.449, 1.558, -3.012], [-2.700, 2.665, -3.177], [1.516, 3.875, -0.420], [1.654, 2.725, -1.825], [1.980, 2.205, -0.262], [1.243, -7.622, 4.122], [4.114, -7.298, 1.245], [3.042, -8.559, 0.888], [-1.897, 2.383, 1.473], [-3.446, 2.969, 0.993], [-2.169, 3.943, 1.467]], "mulliken_charge": [0.40, 0.36, 0.08, -1.06, -1.28, -0.02, -0.29, -0.31, -0.47, 0.33, 0.43, 0.30, 0.28, 0.34, 0.36, 0.30, 0.35, 0.37, 0.26, 0.29, 0.32, 0.32, 0.34], "gap_ev": 8.87, "e_homo_ev": -15.55, "charge": 2}

(two)
{"formula": "C5H14N4", "method": "the ωB97M-V functional and the def2-TZVPD basis", "species": ["C", "C", "C", "C", "C", "N", "N", "N", "N", "H", "H", "H", "H", "H", "H", "H", "H", "H", "H", "H", "H", "H", "H"], "xyz": [[-0.237, -0.040, -0.898], [-1.595, -0.530, -0.812], [3.883, -0.176, 0.294], [-3.911, -0.525, 0.093], [3.092, -1.269, 0.602], [0.162, 0.987, -0.236], [-2.480, -0.117, 0.026], [1.591, 1.371, -0.569], [-2.257, 0.654, 1.089], [0.211, -0.683, -1.702], [-2.063, -1.245, -1.487], [4.405, -0.125, -0.583], [4.417, 0.319, 1.214], [2.903, 0.668, 0.034], [-3.964, -1.049, 0.961], [-4.570, 0.482, -0.079], [-4.071, -1.337, -0.590], [2.921, -1.804, 1.649], [2.574, -1.883, -0.116], [1.895, 2.260, -0.232], [1.526, 1.624, -1.547], [-1.465, 1.330, 1.231], [-2.965, 1.088, 1.656]], "mulliken_charge": [-0.06, 0.12, -0.41, -0.88, -0.27, -0.34, 0.45, -0.58, -0.62, 0.34, 0.33, 0.41, 0.33, 0.27, 0.44, 0.32, 0.33, 0.28, 0.30, 0.33, 0.34, 0.27, 0.30], "gap_ev": 8.62, "e_homo_ev": -17.55, "charge": 2}

(one) is preferred energetically. Next in line: 66.2 kcal/mol higher.

(one)
{"formula": "C4H5N4O", "method": "the ωB97M-V functional and the def2-TZVPD basis", "species": ["N", "C", "C", "N", "C", "C", "N", "N", "O", "H", "H", "H", "H", "H"], "xyz": [[0.028, 3.002, -1.073], [-0.675, 2.112, -1.197], [-1.471, 0.896, -1.287], [-1.066, -0.080, -0.301], [0.254, -0.623, -0.390], [0.940, -0.890, 0.812], [1.398, -1.175, 1.872], [2.302, -1.734, 2.572], [2.442, -1.685, 3.738], [-2.525, 1.142, -1.134], [-1.352, 0.477, -2.294], [-1.406, 0.107, 0.634], [0.219, -1.579, -0.952], [0.911, 0.030, -0.998]], "mulliken_charge": [-0.31, 0.36, -0.60, -0.25, -0.49, 0.49, 0.59, -0.13, -0.19, 0.35, 0.27, 0.26, 0.31, 0.35], "gap_ev": 7.22, "smiles": "N#CCNCC#[N+]N=O", "e_homo_ev": -14.61, "charge": 1}

(two)
{"formula": "C4H5N4O", "method": "the ωB97M-V functional and the def2-TZVPD basis", "species": ["C", "C", "C", "C", "N", "N", "N", "N", "O", "H", "H", "H", "H", "H"], "xyz": [[-1.802, -0.615, -0.213], [-1.730, 0.563, -0.987], [-1.177, -0.460, 1.045], [2.959, 0.373, -0.038], [-0.913, 1.548, -0.632], [-0.251, 1.476, 0.441], [1.928, 0.824, 0.224], [-0.396, 0.533, 1.336], [4.235, 0.154, -0.250], [-2.285, -1.644, -0.503], [-1.963, 0.501, -2.092], [-1.114, -1.236, 1.891], [0.611, 2.106, 0.456], [4.336, -0.825, -0.349]], "mulliken_charge": [-0.20, -0.06, 0.05, 0.28, -0.42, 0.54, -0.33, -0.39, -0.40, 0.32, 0.37, 0.41, 0.45, 0.38], "gap_ev": 9.93, "e_homo_ev": -15.34, "charge": 1}

(two) is preferred energetically. Next in line: 69.2 kcal/mol higher.

(one)
{"formula": "C4H5Cl", "method": "the ωB97M-V functional and the def2-TZVPD basis", "species": ["C", "C", "C", "C", "Cl", "H", "H", "H", "H", "H"], "xyz": [[0.033, 0.967, -0.611], [0.214, 0.892, 0.712], [-0.132, -0.485, -0.915], [-0.069, -0.566, 0.649], [0.966, -1.546, 1.494], [0.226, 1.637, -1.438], [0.752, 1.561, 1.432], [-0.999, -0.804, -1.475], [0.796, -0.933, -1.405], [-1.788, -0.723, 1.557]], "mulliken_charge": [-0.04, -0.66, -0.68, 0.21, -0.13, 0.36, 0.31, 0.24, 0.24, 0.16], "gap_ev": [8.60, 8.60], "e_homo_ev": [-8.68, -8.68], "charge": 0}

(two)
{"formula": "C4H5Cl", "method": "the ωB97M-V functional and the def2-TZVPD basis", "species": ["C", "C", "C", "Cl", "C", "H", "H", "H", "H", "H"], "xyz": [[1.076, -1.043, 0.224], [-0.013, -0.098, 0.116], [-1.269, 0.253, 0.111], [-2.972, -0.156, 0.260], [-0.362, 1.322, -0.378], [0.846, -2.143, 0.185], [1.459, -0.846, 1.211], [1.857, -0.850, -0.452], [-0.314, 2.240, 0.109], [-0.309, 1.321, -1.388]], "mulliken_charge": [-1.00, 0.38, 0.08, -0.17, -0.65, 0.26, 0.27, 0.33, 0.27, 0.22], "gap_ev": 9.83, "smiles": "CC1=C(Cl)C1", "e_homo_ev": -8.94, "charge": 0}

(two) is preferred energetically. Next in line: 53.6 kcal/mol higher.

(one)
{"formula": "C4H9N2S2", "method": "the ωB97M-V functional and the def2-TZVPD basis", "species": ["C", "C", "C", "C", "N", "N", "S", "S", "H", "H", "H", "H", "H", "H", "H", "H", "H"], "xyz": [[-0.228, -0.513, -1.631], [0.135, -1.642, -0.705], [0.417, 0.415, 0.187], [0.841, -1.518, 1.724], [0.074, 0.658, -1.127], [0.527, -0.880, 0.491], [-1.939, 2.983, -0.279], [0.957, 1.633, 1.310], [-0.610, -0.364, -2.624], [-0.699, -2.305, -0.466], [0.831, -2.370, -1.144], [0.058, -1.705, 2.461], [1.250, -2.561, 1.397], [1.576, -0.939, 2.220], [-2.268, 4.172, -0.804], [-1.552, 2.350, -1.417], [0.629, 2.587, 0.406]], "mulliken_charge": [-0.08, -0.60, 0.42, -0.83, -0.42, 0.10, -0.33, -0.09, 0.45, 0.39, 0.38, 0.32, 0.30, 0.36, 0.19, 0.21, 0.21], "gap_ev": 7.64, "e_homo_ev": -12.83, "charge": 1}

(two)
{"formula": "C4H9N2S2", "method": "the ωB97M-V functional and the def2-TZVPD basis", "species": ["C", "C", "C", "C", "N", "N", "S", "S", "H", "H", "H", "H", "H", "H", "H", "H", "H"], "xyz": [[-1.654, 0.440, 0.055], [-1.900, -2.184, 0.130], [-0.534, -1.948, -0.115], [-0.252, 2.676, 0.276], [0.362, -1.255, -0.371], [2.667, -0.440, -0.274], [-2.879, -0.625, -0.226], [-1.978, 2.069, -0.083], [-2.370, -2.871, -0.528], [-2.138, -2.308, 1.202], [1.677, -0.927, -0.459], [0.198, 1.935, 0.988], [-0.405, 3.804, 0.552], [0.228, 2.403, -0.616], [3.249, -0.074, -1.194], [3.184, -1.080, 0.375], [2.544, 0.384, 0.288]], "mulliken_charge": [-0.15, -0.67, 0.34, -0.71, -0.32, -0.64, -0.01, 0.06, 0.41, 0.34, 0.42, 0.20, 0.34, 0.27, 0.40, 0.38, 0.33], "gap_ev": 8.59, "e_homo_ev": -11.95, "charge": 1}

(one) is preferred energetically. Next in line: 46.8 kcal/mol higher.

(one)
{"formula": "C7H7N", "method": "the ωB97M-V functional and the def2-TZVPD basis", "species": ["C", "C", "C", "N", "C", "C", "H", "H", "H", "H", "H", "C", "C", "H", "H"], "xyz": [[-2.006, 1.063, -0.130], [-0.728, 1.306, 0.108], [0.085, 0.182, 0.296], [-0.333, -0.971, 0.073], [-1.627, -1.297, -0.004], [-2.507, -0.250, -0.090], [-2.628, 1.926, -0.352], [-0.204, 2.296, -0.186], [1.051, 0.285, 0.591], [-1.997, -2.256, 0.102], [-3.549, -0.222, -0.119], [4.096, 0.221, 0.001], [3.074, -0.383, -0.214], [5.024, 0.721, 0.164], [2.310, -1.006, -0.508]], "mulliken_charge": [-0.09, -0.53, -0.22, -0.44, -0.47, -0.32, 0.34, 0.24, 0.66, 0.41, 0.38, -0.37, -0.49, 0.38, 0.51], "gap_ev": 10.34, "smiles": "c1ccncc1.C#C", "e_homo_ev": -9.37, "charge": 0}

(two)
{"formula": "C7H7N", "method": "the ωB97M-V functional and the def2-TZVPD basis", "species": ["C", "C", "C", "N", "C", "C", "H", "H", "H", "H", "H", "C", "C", "H", "H"], "xyz": [[1.488, -1.356, 1.211], [1.235, -1.017, -0.161], [0.368, 0.205, -0.294], [-0.095, 0.903, 0.884], [0.137, 0.345, 2.053], [0.860, -0.836, 2.362], [1.900, -2.325, 1.375], [1.440, -1.630, -0.957], [0.085, 0.648, -1.337], [-0.307, 1.010, 2.805], [1.078, -1.264, 3.319], [-1.699, 1.598, -2.361], [-2.286, 1.240, -3.422], [-1.449, 1.861, -1.288], [-2.753, 0.618, -4.186]], "mulliken_charge": [-0.23, -0.66, 0.16, -0.46, -0.07, -0.51, 0.33, 0.43, 0.22, 0.37, 0.39, -0.46, -0.23, 0.38, 0.34], "gap_ev": 10.14, "smiles": "c1ccncc1.C#C", "e_homo_ev": -9.49, "charge": 0}

(one) is preferred energetically. Next in line: 14.5 kcal/mol higher.